# 1
ORCA calculation (wB97M-V/def2-TZVPD) on a structure of composition C17H20BIrN8O in a non-equilibrium geometry.

Each line ends with the natural charge from an NBO analysis.
Atoms and positions in Å:
1 Ir -0.253 -0.267 -0.672  1.361
2 C -3.134 -2.138 2.221  -0.315
3 C -2.891 -1.242 1.186  -0.012
4 N -1.638 -1.378 0.760  -0.309
5 N -1.058 -2.357 1.488  -0.311
6 C -1.934 -2.829 2.374  0.047
7 B 0.377 -2.847 1.237  0.518
8 N 0.476 -3.215 -0.255  -0.309
9 C 0.824 -4.384 -0.785  0.048
10 C 0.672 -4.305 -2.170  -0.312
11 C 0.215 -3.012 -2.400  0.006
12 N 0.118 -2.368 -1.241  -0.321
13 N 1.354 -1.687 1.523  -0.299
14 C 2.422 -1.703 2.322  0.051
15 C 3.050 -0.463 2.249  -0.307
16 C 2.274 0.273 1.364  -0.008
17 N 1.258 -0.482 0.940  -0.237
18 H -4.037 -2.266 2.780  0.266
19 H -3.556 -0.526 0.745  0.237
20 H -1.681 -3.614 3.059  0.253
21 H 0.635 -3.774 1.910  0.007
22 H 1.158 -5.203 -0.180  0.251
23 H 0.873 -5.068 -2.893  0.265
24 H -0.023 -2.539 -3.331  0.237
25 H 2.678 -2.568 2.900  0.256
26 H 3.939 -0.149 2.756  0.268
27 H 2.390 1.289 1.039  0.233
28 C 2.815 2.178 -2.757  -0.708
29 C 1.379 1.927 -2.427  0.738
30 O 0.972 0.779 -2.183  -0.704
31 N 0.558 2.978 -2.401  -0.547
32 C -0.874 2.873 -2.172  -0.264
33 C -1.249 2.930 -0.706  0.212
34 C -1.702 4.120 -0.146  -0.221
35 C -2.029 4.166 1.201  -0.101
36 C -1.907 3.009 1.955  -0.215
37 C -1.480 1.857 1.318  0.056
38 N -1.165 1.810 0.022  -0.497
39 H 3.212 1.337 -3.320  0.274
40 H 3.399 2.250 -1.839  0.263
41 H 2.953 3.094 -3.323  0.247
42 H 0.932 3.891 -2.615  0.432
43 H -1.222 1.923 -2.597  0.227
44 H -1.355 3.695 -2.703  0.254
45 H -1.811 5.002 -0.759  0.248
46 H -2.381 5.081 1.651  0.256
47 H -2.148 2.988 3.006  0.258
48 H -1.404 0.932 1.867  0.228

Computed properties:
lowest unoccupied orbital energy (alpha / beta): -8.6 / -8.6 eV
energy above the lowest of the compared OMol25 structures with the same formula, charge and spin: 205.5 kJ/mol
charge: +2
HOMO level (alpha / beta): -0.5551 / -0.5551 Ha


# 2
ORCA calculation (wB97M-V/def2-TZVPD) on a cluster of 2 separate species, C31H53BO9P in total in a non-equilibrium geometry.

Each line ends with the Mulliken charge.
Atoms and positions in Å:
1 C 1.416 -5.577 0.690  -1.798
2 C 0.705 -4.350 0.527  0.168
3 P -0.248 -2.651 0.455  2.479
4 C 1.047 -2.173 1.824  -0.362
5 C 2.526 -2.457 1.679  -0.936
6 C -1.272 -3.224 2.013  -1.269
7 C -2.171 -2.010 2.661  0.338
8 C -2.943 -2.657 3.987  -1.128
9 B -1.521 -3.672 -0.536  0.658
10 O -0.962 -4.766 -1.408  -0.905
11 C -3.156 -3.527 -0.524  0.163
12 C -3.795 -5.056 -0.755  -0.972
13 O -0.984 -1.077 0.291  -0.604
14 C -0.301 -0.087 -0.609  1.722
15 C -1.511 0.845 -1.253  -0.738
16 C -3.034 0.303 -0.825  0.868
17 C -4.121 1.201 -1.724  -1.057
18 C 0.403 0.988 0.408  -0.915
19 C 1.213 2.218 -0.312  -0.213
20 O 1.132 3.439 0.529  -0.383
21 C 2.459 3.696 1.176  -0.296
22 C 2.671 2.624 2.406  -0.596
23 C 0.598 -1.048 -1.576  1.151
24 C 0.105 -1.497 -3.061  -1.453
25 O -1.343 -1.614 -3.268  -0.100
26 C -1.645 -2.647 -4.279  -0.624
27 C 2.187 -0.615 -1.874  -0.533
28 O 2.836 -1.428 -2.907  -0.394
29 C 4.193 -1.850 -2.534  0.625
30 C 4.591 -3.433 -2.871  -0.282
31 C 6.067 -4.094 -2.581  -0.367
32 C 7.261 -3.163 -1.930  -0.390
33 C 6.874 -1.589 -1.564  -0.383
34 C 5.369 -0.925 -1.868  -0.231
35 O 0.836 -2.382 -0.927  -0.523
36 H 2.047 -6.435 1.230  0.251
37 H 0.728 -1.610 2.828  0.183
38 H 3.260 -1.702 1.120  0.084
39 H 2.967 -3.433 2.152  0.214
40 H -1.849 -4.225 1.834  0.444
41 H -0.434 -3.475 2.826  0.462
42 H -1.405 -1.198 3.074  0.124
43 H -2.975 -1.553 1.943  -0.102
44 H -3.177 -3.783 3.679  0.232
45 H -3.940 -2.061 4.135  0.333
46 H -2.227 -2.662 4.913  0.284
47 H -0.358 -4.380 -2.107  0.178
48 H -3.447 -2.940 -1.521  -0.012
49 H -3.586 -2.999 0.429  0.179
50 H -4.972 -4.903 -0.870  0.308
51 H -3.523 -5.797 0.116  0.226
52 H -3.444 -5.454 -1.825  0.158
53 H -1.486 1.965 -0.914  0.041
54 H -1.502 0.854 -2.436  0.168
55 H -3.219 0.546 0.306  0.286
56 H -3.226 -0.809 -1.132  -0.563
57 H -3.659 2.195 -2.138  0.256
58 H -4.422 0.537 -2.670  0.250
59 H -5.141 1.361 -1.137  0.306
60 H 1.114 0.533 1.214  -0.253
61 H -0.492 1.498 1.014  0.150
62 H 2.356 1.908 -0.365  0.156
63 H 0.751 2.477 -1.355  0.177
64 H 3.341 3.703 0.399  0.302
65 H 2.438 4.779 1.673  0.275
66 H 3.574 2.911 3.121  0.350
67 H 2.891 1.563 1.942  0.078
68 H 1.634 2.570 2.981  0.188
69 H 0.513 -0.800 -3.936  0.231
70 H 0.541 -2.591 -3.265  0.332
71 H -2.836 -2.704 -4.335  0.217
72 H -1.288 -3.722 -3.968  0.178
73 H -1.196 -2.387 -5.334  0.283
74 H 2.786 -0.601 -0.867  -0.043
75 H 2.205 0.510 -2.273  0.132
76 H 3.786 -4.160 -3.372  0.201
77 H 6.300 -5.219 -2.836  0.268
78 H 8.326 -3.643 -1.754  0.264
79 H 7.741 -0.926 -1.080  0.240
80 H 5.134 0.205 -1.630  0.236
81 C -1.826 5.959 0.141  -1.103
82 C -1.285 5.646 1.525  0.347
83 O -0.765 6.828 2.145  -0.331
84 C -1.687 7.658 2.692  0.732
85 O -2.895 7.482 2.705  -0.563
86 O -1.035 8.736 3.198  -0.342
87 C -1.902 9.734 3.734  -0.632
88 H -1.068 6.468 -0.463  0.299
89 H -2.133 5.043 -0.371  0.208
90 H -2.690 6.629 0.197  0.385
91 H -0.453 4.940 1.439  -0.083
92 H -2.044 5.173 2.159  0.307
93 H -2.599 9.308 4.462  0.292
94 H -2.445 10.228 2.923  0.284
95 H -1.285 10.479 4.244  0.225

Computed properties:
lowest unoccupied orbital energy: 2.2 eV
charge: -1
HOMO level: -0.1195 Ha


# 3
ORCA calculation (wB97M-V/def2-TZVPD) on a cluster of 10 separate species, C15H50O10 in total in a non-equilibrium geometry.

Each line ends with the Mulliken charge.
Atoms and positions in Å:
1 C 2.636 -3.668 0.546  -1.193
2 C 1.624 -2.665 0.015  0.243
3 O 1.634 -1.554 0.921  -0.252
4 H 3.656 -3.304 0.670  0.299
5 H 2.581 -4.588 -0.037  0.385
6 H 2.379 -3.924 1.574  0.151
7 H 0.678 -3.173 -0.169  0.205
8 H 1.834 -2.302 -0.991  0.073
9 H 1.233 -0.873 0.375  0.086
10 C 1.069 -3.645 4.071  -1.114
11 C 1.943 -2.354 4.088  -0.215
12 O 1.201 -1.169 3.658  -0.538
13 H 0.187 -3.462 4.686  0.333
14 H 1.692 -4.389 4.566  0.350
15 H 0.727 -4.052 3.120  0.248
16 H 2.815 -2.481 3.445  0.208
17 H 2.263 -2.152 5.110  0.404
18 H 1.124 -1.210 2.702  0.416
19 C -2.406 1.740 3.747  -0.982
20 C -1.938 0.922 2.491  -0.100
21 O -2.641 1.318 1.355  -0.556
22 H -2.419 2.803 3.503  0.311
23 H -1.774 1.455 4.587  0.353
24 H -3.468 1.548 3.899  0.216
25 H -2.216 -0.126 2.606  0.240
26 H -0.867 0.920 2.289  0.134
27 H -3.587 1.379 1.508  0.417
28 C 0.764 4.808 -2.937  -0.769
29 C 2.178 4.721 -2.369  -0.209
30 O 2.893 3.594 -2.876  -0.526
31 H 0.112 5.497 -2.400  0.373
32 H 0.192 3.880 -2.966  0.060
33 H 0.656 5.215 -3.943  0.282
34 H 2.161 4.646 -1.282  0.211
35 H 2.716 5.628 -2.646  0.292
36 H 2.481 2.752 -2.669  0.251
37 C 2.147 -0.423 -3.788  -0.905
38 C 0.649 -0.083 -4.026  -0.200
39 O 0.533 1.234 -3.430  -0.212
40 H 2.326 -0.657 -2.739  -0.032
41 H 2.838 0.381 -4.042  0.326
42 H 2.441 -1.307 -4.354  0.375
43 H -0.020 -0.780 -3.521  0.192
44 H 0.279 -0.060 -5.051  0.443
45 H -0.296 1.527 -3.816  0.066
46 C -3.404 -3.200 0.641  -1.194
47 C -3.626 -2.068 -0.384  0.317
48 O -5.045 -2.017 -0.478  -0.525
49 H -2.375 -3.373 0.954  0.233
50 H -3.806 -4.093 0.162  0.438
51 H -3.897 -2.958 1.583  0.291
52 H -3.172 -2.357 -1.332  0.159
53 H -3.180 -1.112 -0.110  -0.022
54 H -5.432 -2.891 -0.567  0.322
55 C 4.096 0.645 0.356  -0.814
56 C 3.273 1.082 1.603  0.220
57 O 3.791 2.347 1.964  -0.572
58 H 4.421 1.580 -0.101  0.455
59 H 3.515 0.042 -0.342  -0.018
60 H 4.978 0.068 0.635  0.240
61 H 3.423 0.380 2.423  0.116
62 H 2.193 1.213 1.538  0.034
63 H 3.913 2.302 2.915  0.329
64 C -3.025 1.491 -3.405  -0.595
65 O -2.183 2.125 -4.369  -0.549
66 H -2.754 0.491 -3.065  0.163
67 H -3.204 2.052 -2.489  0.286
68 H -4.074 1.471 -3.700  0.418
69 H -2.706 2.639 -4.988  0.304
70 O -5.230 0.643 2.193  -0.624
71 H -4.568 0.144 2.672  0.298
72 H -5.854 0.920 2.864  0.289
73 O -0.223 -0.073 -0.832  -0.519
74 H -0.951 0.351 -0.379  0.197
75 H 0.096 0.590 -1.445  0.182

Computed properties:
lowest unoccupied orbital energy: 0.5 eV
energy above the lowest of the compared OMol25 structures with the same formula, charge and spin: 399.1 kJ/mol
HOMO level: -0.3577 Ha


# 4
ORCA calculation (wB97M-V/def2-TZVPD) on the molecule C7H12N4O in a non-equilibrium geometry.

Each line ends with the natural charge from an NBO analysis.
Atoms and positions in Å:
1 C 2.963 -1.005 0.533  -0.612
2 C 2.205 0.310 0.785  -0.411
3 C 1.897 1.093 -0.504  -0.392
4 C 0.452 0.992 -0.968  -0.379
5 C -0.123 -0.450 -0.970  -0.454
6 C -1.496 -0.432 -0.414  0.325
7 N -1.703 -1.073 0.719  -0.186
8 N -2.922 -1.008 1.231  -0.200
9 C -3.800 -0.305 0.560  0.542
10 O -5.040 -0.234 1.078  -0.667
11 N -3.617 0.306 -0.587  -0.188
12 N -2.403 0.239 -1.100  -0.182
13 H 2.295 -1.845 0.666  0.206
14 H 3.335 -1.047 -0.482  0.201
15 H 3.804 -1.090 1.204  0.213
16 H 1.282 0.115 1.321  0.202
17 H 2.791 0.954 1.424  0.206
18 H 2.096 2.141 -0.307  0.207
19 H 2.577 0.816 -1.300  0.196
20 H 0.312 1.409 -1.956  0.218
21 H -0.145 1.613 -0.309  0.196
22 H -0.218 -0.760 -2.004  0.232
23 H 0.487 -1.149 -0.425  0.232
24 H -5.030 0.411 1.806  0.496

Computed properties:
lowest unoccupied orbital energy: -0.9 eV
energy above the lowest of the compared OMol25 structures with the same formula, charge and spin: 195.1 kJ/mol
HOMO level: -0.3542 Ha